# 1
Formula: C26H31N7RhS2Si
Source: OMol25
Level of theory: ωB97M-V/def2-TZVPD

Structure (XYZ):
```
68
Properties=species:S:1:pos:R:3:forces:R:3:nbo_charge:R:1
Rh -0.080534 0.010271 -0.518266 0.92 1.40 0.48 0.81
N -2.390396 -3.483815 -0.074487 0.10 -0.42 0.28 -0.59
C -2.886852 -3.648566 1.252860 0.00 0.02 -0.36 0.20
C -4.024561 -4.399882 1.473146 -0.15 -0.01 -0.03 -0.23
C -4.516271 -4.543771 2.765153 -0.01 0.00 -0.07 -0.19
C -3.879746 -3.922386 3.825417 0.05 0.04 0.02 -0.20
C -2.738540 -3.161235 3.596785 -0.06 0.02 0.09 -0.18
C -2.237120 -3.041496 2.313846 0.24 0.04 0.03 -0.26
S -0.717544 -2.192450 2.007114 -0.14 0.00 -0.05 0.50
N -0.972214 -1.704080 0.384124 0.39 0.02 0.59 -0.70
C -1.576459 -2.473764 -0.444252 -0.42 -0.02 -0.50 0.45
C -1.336310 -2.235107 -1.907718 -0.12 0.11 0.41 0.14
C -1.805593 -3.072158 -2.894051 -0.07 -0.20 -0.19 -0.21
C -1.456141 -2.825686 -4.217821 -0.08 -0.11 0.06 -0.13
C -0.639580 -1.753988 -4.499202 0.08 0.07 -0.01 -0.22
C -0.213675 -0.940782 -3.457402 -0.03 -0.08 0.00 0.09
N -0.560425 -1.170593 -2.190939 -0.25 -0.10 -0.27 -0.44
H -2.884050 -3.979781 -0.794498 -0.02 -0.06 0.02 0.41
H -4.529822 -4.871313 0.637180 -0.01 0.01 0.04 0.22
H -5.405853 -5.134200 2.935702 0.01 -0.01 -0.01 0.23
H -4.271649 -4.024146 4.828463 0.04 0.00 -0.01 0.23
H -2.223636 -2.674805 4.417380 -0.05 -0.01 -0.02 0.23
H -2.422616 -3.927493 -2.658036 -0.01 0.01 -0.06 0.22
H -1.816859 -3.469889 -5.009047 0.00 0.00 0.04 0.24
H -0.330030 -1.531021 -5.510163 0.00 0.02 0.01 0.25
H 0.398731 -0.066519 -3.636527 -0.01 0.02 0.03 0.26
N 1.814022 -1.521134 -0.354458 -0.41 0.33 -0.19 -1.01
H 1.512252 -2.478262 -0.507846 0.01 -0.01 0.00 0.38
H 2.163570 -1.449385 0.597442 -0.02 0.11 0.00 0.41
H 2.590175 -1.333617 -0.980457 -0.02 0.07 0.00 0.39
C 3.657124 2.651253 -5.376277 -0.05 -0.02 0.05 -0.65
C 3.234565 2.826338 -3.948402 -0.05 -0.09 -0.09 0.27
C 4.005151 3.528392 -3.029776 0.02 0.04 -0.02 -0.30
C 3.538439 3.589987 -1.732999 0.01 0.00 0.12 0.09
N 2.380572 3.048045 -1.358884 -0.09 0.09 -0.08 -0.47
C 1.694515 2.423404 -2.311744 0.20 0.07 -0.04 0.25
S 0.071978 1.812995 -1.929506 0.29 -0.70 0.04 -0.05
N 2.079622 2.261716 -3.581954 -0.04 0.02 0.13 -0.49
H 4.417057 3.376537 -5.661284 -0.01 -0.01 0.01 0.23
H 2.792239 2.749049 -6.030051 0.02 0.01 0.00 0.24
H 4.067292 1.649384 -5.519881 0.00 0.01 0.01 0.23
H 4.927429 4.011812 -3.321784 -0.01 -0.04 0.02 0.23
H 4.101740 4.096580 -0.955457 -0.02 0.00 -0.03 0.21
C -2.087885 2.825109 0.432059 -0.03 0.12 -0.05 -1.14
Si -1.340823 1.797796 1.788550 -0.04 -0.24 -0.20 1.80
C -1.077187 2.955976 3.222244 0.20 0.01 0.15 -1.13
C -2.631672 0.540130 2.261394 -0.08 -0.09 0.06 -1.14
N 0.152503 0.981228 1.180413 0.02 -0.44 -0.32 -0.83
C 1.422509 1.129260 1.735275 -0.10 0.01 0.05 0.10
C 1.600222 1.296562 3.123095 -0.03 -0.18 0.01 -0.17
C 2.857819 1.447573 3.672654 -0.02 0.01 0.01 -0.22
C 3.990047 1.425185 2.864872 0.02 0.02 -0.02 -0.20
C 3.842561 1.228827 1.500444 0.02 -0.04 0.02 -0.21
C 2.582616 1.081695 0.943033 -0.09 0.13 -0.01 -0.22
H -2.933749 3.372473 0.862441 0.04 -0.01 -0.07 0.24
H -2.460779 2.226732 -0.402139 0.00 0.02 0.01 0.23
H -1.375668 3.547979 0.028243 -0.05 -0.01 -0.01 0.26
H -1.973179 3.581223 3.281638 0.04 -0.02 -0.02 0.25
H -0.217367 3.615109 3.084887 -0.03 -0.02 0.01 0.25
H -0.970941 2.446705 4.181680 -0.01 0.05 -0.03 0.24
H -3.558136 1.087434 2.464219 0.03 -0.03 -0.01 0.25
H -2.370441 -0.026439 3.156478 -0.02 0.01 -0.04 0.24
H -2.838846 -0.162228 1.450425 -0.04 0.01 0.05 0.23
H 0.738402 1.265383 3.772488 -0.01 0.03 0.00 0.21
H 2.960517 1.572942 4.743309 -0.01 0.01 -0.02 0.22
H 4.972995 1.562558 3.296233 -0.02 -0.03 0.00 0.22
H 4.715984 1.207866 0.859029 -0.03 0.01 0.01 0.22
H 2.470504 0.988485 -0.124409 0.02 0.01 -0.01 0.22
```
Positions in Å, forces in eV/Å.

Computed properties:
- net charge = +1
- LUMO energy (alpha / beta) (Eh) = -0.170 / -0.171
- highest occupied orbital energy (alpha / beta) (hartree) = -0.3608 / -0.3629
- calculated total energy (eV) = -70448.0393
- HOMO-LUMO gap (alpha / beta) (hartree) = 0.19065 / 0.19231

# 2
Formula: C26H31NO4
Source: OMol25
Level of theory: ωB97M-V/def2-TZVPD

Structure (XYZ):
```
62
Properties=species:S:1:pos:R:3:forces:R:3:nbo_charge:R:1
C -0.766778 -5.759140 0.435251 0.07 -0.12 0.17 -0.25
H 0.243392 -5.479583 0.751912 -0.04 0.00 0.00 0.18
O -1.234163 -4.926930 -0.597413 -0.10 0.24 -0.22 -0.49
C -1.353460 -3.592213 -0.355919 -0.02 0.12 0.01 0.30
C -1.815424 -2.819632 -1.423487 0.03 -0.14 0.03 -0.24
C -1.974923 -1.459781 -1.282105 0.06 -0.10 0.15 -0.19
C -1.668701 -0.829811 -0.079687 0.27 0.06 0.18 -0.08
C -1.214662 -1.599100 0.978122 -0.13 0.25 -0.24 -0.21
C -1.056860 -2.969776 0.850782 0.05 -0.44 0.01 -0.27
H -0.699090 -3.535322 1.696914 0.03 -0.09 0.04 0.21
H -0.971498 -1.127630 1.920648 0.04 0.07 0.09 0.21
C -1.859791 0.669246 0.047642 -0.10 -0.16 0.13 0.08
C -3.348576 0.946536 0.050947 0.12 0.21 0.08 -0.08
C -4.104006 0.625291 1.167508 0.16 0.09 -0.22 -0.13
C -5.472746 0.829478 1.188810 -0.34 0.02 0.08 -0.32
C -6.110352 1.364322 0.075030 0.14 0.02 -0.12 0.30
C -5.351656 1.686286 -1.050347 -0.27 -0.04 0.11 -0.25
C -3.989522 1.476082 -1.061424 0.04 0.00 0.10 -0.19
H -3.405958 1.735186 -1.930028 0.04 0.06 -0.10 0.23
H -5.858235 2.101548 -1.907220 -0.06 0.05 -0.11 0.22
O -7.448156 1.610764 -0.017553 0.22 0.05 -0.22 -0.49
C -8.264819 1.308431 1.086325 -0.11 -0.05 0.16 -0.25
H -9.275668 1.584244 0.789720 0.05 -0.04 0.07 0.20
H -7.977814 1.887289 1.970477 0.00 -0.03 -0.03 0.17
H -8.238074 0.240487 1.326948 0.01 0.04 0.00 0.17
H -6.026417 0.569151 2.077197 -0.08 0.00 0.06 0.22
H -3.620391 0.206637 2.038592 0.05 -0.06 0.11 0.20
H -1.428420 1.009084 1.003119 -0.04 -0.06 -0.12 0.18
O -1.250963 1.380470 -1.018092 -0.49 -0.16 -0.05 -0.55
C 0.102406 1.716460 -0.830588 0.58 -0.12 0.10 -0.09
H 0.312529 2.474387 -1.590561 0.10 -0.02 0.06 0.19
C 1.055070 0.529382 -1.039188 -0.07 0.41 0.40 0.08
C 2.509908 0.977578 -0.892086 -0.27 -0.30 -0.18 -0.24
N 2.745233 1.430917 0.465652 -0.17 -0.09 0.25 -0.63
H 2.602689 0.647152 1.097082 0.03 0.07 -0.04 0.36
C 4.058102 2.021328 0.746489 -0.06 0.16 0.04 -0.08
C 5.195183 1.051555 0.490418 -0.03 0.02 0.12 0.05
C 5.748881 0.863727 -0.770483 0.01 0.05 0.04 -0.25
C 6.738910 -0.082289 -0.973181 0.05 -0.03 -0.10 -0.20
C 7.192154 -0.857453 0.079499 0.06 -0.07 0.00 -0.22
C 6.646521 -0.682416 1.339618 0.04 -0.09 0.06 -0.19
C 5.655127 0.260966 1.538526 -0.02 0.06 -0.03 -0.25
H 5.232834 0.391901 2.526143 -0.04 0.04 0.09 0.21
H 6.994218 -1.281018 2.169257 0.03 -0.04 0.06 0.21
H 7.966716 -1.593023 -0.080277 0.06 -0.05 -0.02 0.21
H 7.158152 -0.213435 -1.960225 0.03 -0.01 -0.08 0.21
H 5.413376 1.458200 -1.606029 -0.05 0.08 -0.09 0.21
C 4.216797 3.356961 0.022647 -0.03 -0.24 0.24 -0.61
H 5.126490 3.846703 0.361074 0.09 0.07 -0.04 0.22
H 4.273033 3.235852 -1.053969 0.03 0.03 -0.15 0.20
H 3.364011 3.989731 0.253087 -0.07 0.09 0.00 0.22
H 4.039643 2.237173 1.823321 0.08 -0.05 -0.16 0.20
H 3.154885 0.138719 -1.197122 -0.05 0.13 -0.04 0.19
H 2.682046 1.807137 -1.579038 0.03 -0.01 -0.09 0.19
O 0.884928 -0.017465 -2.324902 -0.04 -0.01 -0.26 -0.72
H -0.066904 -0.053221 -2.491162 0.11 -0.07 0.02 0.48
H 0.838727 -0.242112 -0.279891 0.10 0.14 -0.06 0.16
H 0.276136 2.145609 0.164244 -0.08 -0.02 -0.10 0.19
H -2.345996 -0.868144 -2.105957 -0.07 0.04 -0.14 0.22
H -2.044572 -3.315804 -2.353004 -0.03 -0.07 -0.12 0.23
H -1.437410 -5.742332 1.300868 0.04 0.01 -0.03 0.17
H -0.746084 -6.764310 0.017073 0.02 0.05 0.08 0.20
```
Positions in Å, forces in eV/Å.

Computed properties:
- LUMO energy (Eh) = 0.025
- highest occupied orbital energy (hartree) = -0.2968
- calculated total energy (eV) = -37144.2452
- HOMO-LUMO gap (hartree) = 0.32158
- SMILES = COc1ccc(C(OC[C@@H](O)CN[C@H](C)c2ccccc2)c2ccc(OC)cc2)cc1

# 3
Formula: C26H32AlF10N7
Source: OMol25
Level of theory: ωB97M-V/def2-TZVPD

Structure (XYZ):
```
76
Properties=species:S:1:pos:R:3:forces:R:3:lowdin_charge:R:1
Al -0.193359 -0.648091 0.159239 -0.13 0.21 0.64 0.16
C 1.031155 -3.111249 -1.081252 0.00 0.00 0.04 0.01
N 0.893694 -2.503250 0.279069 -0.05 -0.09 -0.39 -0.23
C 0.020105 -3.430801 1.015109 -0.01 -0.01 0.08 -0.14
C -1.437038 -3.208619 0.509463 0.00 -0.03 0.01 -0.15
N -1.566929 -1.893577 -0.129232 0.02 -0.20 -0.01 -0.04
C -2.208107 -1.845811 -1.354944 -0.07 0.02 -0.06 -0.18
C -3.357841 -2.545472 -1.729384 0.02 0.06 -0.07 -0.13
F -3.962891 -3.340461 -0.842433 0.01 0.00 0.01 0.13
C -3.906243 -2.416509 -2.998270 0.05 0.03 0.03 -0.12
F -4.991000 -3.099839 -3.308732 -0.02 0.01 -0.01 0.17
C -3.348287 -1.553451 -3.936424 0.07 0.02 0.07 -0.13
F -3.897735 -1.416776 -5.129344 0.00 -0.01 -0.02 0.17
C -2.216799 -0.824780 -3.597495 -0.06 -0.04 0.02 -0.13
F -1.645670 0.006651 -4.455849 -0.01 -0.01 0.00 0.16
C -1.692845 -0.999341 -2.333960 -0.02 -0.04 -0.02 -0.11
F -0.531195 -0.317689 -1.981486 -0.02 -0.11 -0.01 0.10
C 2.232175 -2.297617 0.844399 0.13 -0.01 0.10 -0.12
C 2.962856 -1.246480 -0.013267 0.00 0.00 0.05 -0.09
N 1.961882 -0.413986 -0.675566 0.19 0.03 -0.14 -0.11
C 2.332073 0.296981 -1.837562 0.05 0.10 -0.01 -0.11
C 2.835342 -0.201664 -3.023880 -0.02 0.08 0.02 -0.12
F 3.091715 -1.505121 -3.181692 -0.01 0.00 0.00 0.12
C 3.058249 0.674267 -4.077670 -0.02 0.04 0.05 -0.11
F 3.522183 0.214889 -5.222490 0.00 0.00 0.00 0.17
C 2.773246 2.031829 -3.945280 -0.01 -0.07 0.05 -0.12
F 2.968135 2.842936 -4.968554 0.00 0.01 0.00 0.17
C 2.286233 2.519888 -2.741332 0.00 -0.07 0.01 -0.13
F 2.023141 3.818509 -2.626215 0.00 0.02 -0.01 0.14
C 2.072728 1.647311 -1.691457 0.09 -0.02 -0.10 -0.01
F 0.470984 2.680249 -0.226511 -0.05 -0.02 0.02 -0.02
H 1.572140 -4.056029 -0.990091 0.00 0.00 0.00 0.12
H 1.566613 -2.461400 -1.757586 0.01 0.05 -0.03 0.08
H 0.047850 -3.313235 -1.497026 0.00 0.01 0.01 0.10
H 0.144869 -3.284103 2.090789 0.00 0.02 -0.01 0.12
H 0.324363 -4.465705 0.844473 -0.01 0.01 -0.03 0.14
H -2.132284 -3.331480 1.346749 -0.01 0.01 0.00 0.12
H -1.683427 -4.003241 -0.194417 -0.01 0.01 0.00 0.13
H 2.800803 -3.231463 0.864272 0.00 0.01 0.02 0.14
H 2.127581 -1.963440 1.879670 -0.02 0.04 -0.03 0.12
H 3.556647 -1.731314 -0.785992 -0.01 -0.01 -0.01 0.13
H 3.628987 -0.640585 0.606113 0.04 -0.03 -0.01 0.14
N 0.276278 2.320322 2.444037 0.14 0.00 0.05 0.23
C -1.100567 2.300148 3.065492 0.04 0.04 -0.04 -0.24
C -1.272334 1.038672 3.894206 -0.04 0.00 0.05 -0.08
C -1.650977 -0.206705 3.099462 0.02 -0.09 0.10 -0.28
N -0.493455 -0.777261 2.318522 0.00 0.10 -0.02 0.11
C -2.839572 0.048169 2.189647 -0.11 -0.03 0.06 -0.09
C -2.626277 1.226732 1.255763 -0.08 0.11 -0.03 -0.28
N -1.688286 0.875668 0.145415 0.08 0.01 -0.12 0.11
C -2.193001 2.479188 2.019484 -0.06 0.02 0.03 -0.07
H 0.979968 2.487933 3.165125 0.02 -0.01 -0.02 0.18
H 0.363129 3.064484 1.742846 0.00 0.00 0.02 0.13
H 0.545529 1.453346 1.947255 -0.07 0.04 0.00 0.10
H -1.101744 3.173504 3.718415 -0.02 -0.03 0.00 0.16
H -2.086189 1.226902 4.597654 0.00 0.00 -0.02 0.15
H -0.392001 0.856240 4.518486 0.03 0.00 0.00 0.14
H -1.938701 -0.959318 3.836714 0.01 0.01 -0.03 0.16
H -0.639296 -1.779984 2.370404 0.03 -0.01 -0.07 0.07
H 0.364347 -0.637057 2.851264 0.01 -0.02 -0.01 0.12
H -3.707294 0.257884 2.819690 0.01 0.01 0.00 0.15
H -3.076443 -0.846827 1.614265 0.01 -0.01 -0.01 0.12
H -3.588988 1.475289 0.804141 0.04 -0.01 -0.02 0.16
H -1.300552 1.730323 -0.248642 0.00 -0.01 -0.06 0.10
H -2.273037 0.485061 -0.592426 -0.04 0.05 -0.02 0.11
H -3.066434 2.831419 2.573834 -0.01 -0.02 -0.04 0.15
H -1.944038 3.292257 1.331824 0.02 0.00 -0.02 0.14
C 2.712911 4.119241 0.521817 0.03 0.06 0.00 -0.06
C 2.724302 2.597531 0.574971 -0.02 -0.08 0.01 -0.15
C 1.658699 1.874684 -0.269169 0.06 0.03 0.05 -0.39
N 1.314626 0.545723 0.220838 -0.14 -0.16 -0.09 0.05
H 3.558052 4.510739 1.084618 0.02 0.02 0.00 0.09
H 1.807489 4.556430 0.948535 -0.03 -0.02 0.01 0.07
H 2.786526 4.490351 -0.497055 0.03 0.00 -0.02 0.08
H 2.663025 2.230455 1.604506 -0.05 0.03 0.00 0.10
H 3.690242 2.227561 0.224119 -0.02 -0.02 -0.02 0.14
```
Positions in Å, forces in eV/Å.

Computed properties:
- net charge = +2
- LUMO energy (Eh) = -0.201
- highest occupied orbital energy (hartree) = -0.4988
- calculated total energy (eV) = -71671.4693
- HOMO-LUMO gap (hartree) = 0.29765

Calculated energy relative to the best compared isomer or geometry (same formula, charge and spin) (kJ/mol), listed in the same order as above: 115.4; 153.0; 48.1